Entry from OMol25: C12H30CdClN2O4 as an isolated structure at a distorted geometry (wB97M-V/def2-TZVPD).

The geometry in XYZ format:
```
50
Properties=species:S:1:pos:R:3:forces:R:3
N 0.339 1.309 4.134 0.37 0.45 -1.90
H -4.898 -2.982 -4.097 -0.12 0.13 0.25
H -1.414 1.793 3.184 -0.77 -0.55 -0.12
Cd -0.458 -6.051 2.757 -0.18 1.14 -0.92
H -2.956 -0.037 7.468 0.20 -0.50 -0.52
C -4.857 -3.002 -5.186 -0.58 0.31 0.84
O -3.906 -2.022 -5.612 -0.94 -0.41 0.40
H -3.093 1.636 7.567 0.34 0.61 -0.31
H 1.446 3.103 3.725 -0.74 0.14 0.34
H -2.093 -0.340 -4.582 -0.23 0.27 0.10
H -0.859 2.934 4.249 -0.31 0.12 0.99
H -4.731 -4.060 -5.414 0.97 0.02 -0.69
H -2.780 1.682 5.354 -0.12 0.30 -0.04
H -0.336 -1.706 -3.873 0.53 -0.32 0.28
Cl -0.920 -3.261 0.466 0.20 -1.09 0.93
C -1.841 1.133 5.276 -0.62 0.53 -0.28
H -2.037 0.768 8.642 1.10 0.29 -0.40
H 4.495 1.543 -4.025 0.00 -0.14 -0.02
C 4.064 0.556 -4.193 -1.02 0.41 -0.58
O 2.677 0.777 -4.535 0.28 0.39 0.42
H -2.503 -2.958 -4.304 -0.78 0.21 0.76
C 4.354 1.977 4.457 -0.15 0.03 1.16
H 4.395 3.055 4.303 -0.18 0.13 -0.66
C 1.112 2.183 3.244 2.94 -1.07 0.04
O -1.293 0.973 6.584 -0.54 0.53 0.78
C 0.457 -0.186 -4.965 1.71 -0.78 0.21
H 0.518 0.110 -6.013 -0.73 0.41 0.14
H 4.169 -0.056 -3.298 -0.06 -0.07 0.08
H -5.860 -2.783 -5.553 0.26 0.55 -0.18
C -2.337 0.851 7.597 -0.55 -0.33 -0.72
C -0.961 1.852 4.174 -1.42 0.49 2.13
H 1.989 -0.905 -3.604 -0.06 -0.16 0.40
C 1.942 -0.413 -4.576 -0.19 -0.51 0.10
H 2.427 -1.091 -5.277 -0.18 -0.30 -0.29
C -2.618 -2.337 -5.193 1.32 -1.92 -0.41
H 0.620 2.442 2.307 -0.22 -0.19 -0.22
H 3.265 1.968 2.454 -0.60 1.06 -0.47
H 5.109 1.453 3.871 -0.15 -0.05 -0.29
O 3.039 1.449 4.355 0.78 -0.26 0.54
C 2.500 1.487 3.064 0.45 0.56 -0.41
C -1.693 -1.162 -5.175 -0.72 0.49 -1.56
H 0.163 0.487 3.573 0.82 -1.00 0.29
H -2.205 -3.007 -5.947 0.28 -0.29 -0.25
H 2.550 0.514 2.575 -0.90 -0.65 0.35
H -1.731 -0.914 -6.236 0.19 0.97 0.01
H 0.034 0.538 -4.268 -0.01 0.65 -0.38
H 4.636 1.898 5.507 -0.02 -0.37 0.03
H 4.552 0.078 -5.043 0.22 -0.12 0.05
H -2.155 0.149 4.928 0.25 -0.32 -0.36
N -0.318 -1.425 -4.843 -0.11 0.22 0.33
```
Positions in Å, forces in eV/Å.

The calculation puts the total energy at -1512.99349 a.u. As for the strongest force on any atom: 3.1 eV/A. For the energy relative to the best compared isomer or geometry (same formula, charge and spin), the calculation gives 509.2 kJ/mol. As for the charge: +1. As for the highest occupied orbital energy: -0.4131 Eh. Its lowest unoccupied orbital energy is -9.4 eV.